Record 1
The following is a DFT calculation (ωB97M-V/def2-TZVPD) of C4HF6NO in the gas phase at a distorted geometry.

Element x y z (Å)
C 3.338 -0.208 -0.461
C -0.646 -0.432 -0.176
C 1.900 0.133 -0.586
C 0.809 -0.947 -0.231
N 4.154 0.013 0.362
O 5.170 0.282 0.850
F -1.067 -0.034 -1.462
F -1.553 -1.316 0.310
F 1.729 1.171 0.342
F 1.638 0.718 -1.766
F 0.971 -1.967 -1.022
F 1.098 -1.395 1.049
H -0.558 0.519 0.308

Results
**Gap between HOMO and LUMO**: 0.3917 Eh
**Lowest unoccupied orbital energy**: -0.41 eV
**Energy above the lowest of the compared OMol25 structures with the same formula, charge and spin**: 141.76 kJ/mol
**Multiplicity**: 1
**HOMO**: -0.407 Ha

Record 2
The following is a DFT calculation (ωB97M-V/def2-TZVPD) of a 2-piece molecular cluster, C9H14O overall at a distorted geometry.

Element x y z (Å)
C 2.429 0.680 -1.435
C 1.088 -1.161 -0.306
C 1.205 -0.220 -1.320
C 0.001 -2.026 -0.202
C 0.058 0.022 -2.074
C -1.131 -1.701 -0.941
C -1.127 -0.673 -1.907
H 1.936 -1.389 0.336
H -0.085 -2.691 0.646
H 3.240 0.086 -1.855
H 2.682 1.067 -0.452
H 0.136 0.616 -2.982
H -2.098 -2.168 -0.792
H -2.085 -0.455 -2.351
H 2.193 1.489 -2.118
C -0.758 1.117 1.476
C -1.397 0.355 2.602
O 0.153 2.125 1.909
H -0.147 0.323 1.030
H -1.460 1.396 0.693
H -1.772 0.909 3.463
H -0.019 2.925 1.367
H -0.794 -0.446 3.046
H -2.249 -0.181 2.168

Results
**Gap between HOMO and LUMO**: 0.3657 Eh
**Lowest unoccupied orbital energy**: 0.86 eV
**Energy above the lowest of the compared OMol25 structures with the same formula, charge and spin**: 95.62 kJ/mol
**Multiplicity**: 1
**HOMO**: -0.334 Ha

Record 3
The following is a DFT calculation (ωB97M-V/def2-TZVPD) of an isolated ion of composition C7H15N3OP and charge +1 at a distorted geometry.

Element x y z (Å)
C 3.478 0.872 0.548
C 2.797 -0.405 -0.111
C 1.310 -0.027 -0.588
C 0.286 -1.120 -0.075
C -1.143 -0.608 0.270
N -1.929 0.443 -0.195
P -1.474 1.622 -1.430
N -0.949 0.852 -2.697
C -3.173 0.425 0.483
C -3.193 -0.709 1.388
N -1.915 -1.284 1.183
O -1.384 -2.391 1.763
H 3.615 1.645 -0.254
H 4.442 0.587 1.047
H 2.783 1.213 1.370
H 2.793 -1.274 0.609
H 3.366 -0.768 -1.018
H 1.018 0.987 -0.203
H 1.348 -0.075 -1.715
H 0.711 -1.523 0.896
H 0.245 -2.016 -0.763
H -2.627 2.426 -1.727
H -0.499 2.530 -0.888
H 0.012 1.167 -2.871
H -4.006 1.150 0.358
H -3.973 -1.065 2.095
H -1.939 -2.655 2.524

Results
**Gap between HOMO and LUMO**: 0.3502 Eh
**Net charge**: +1
**Lowest unoccupied orbital energy**: -3.36 eV
**Multiplicity**: 1
**HOMO**: -0.474 Ha

Record 4
The following is a DFT calculation (ωB97M-V/def2-TZVPD) of C53H42AsIrN5O2S as an isolated structure at a distorted geometry.

Element x y z (Å)
Ir 0.780 0.986 0.455
C 5.179 1.966 -1.327
O 4.482 3.176 -0.858
C 3.346 2.722 -0.347
N 3.045 1.498 -0.444
C 4.113 0.842 -1.228
C 4.626 -0.439 -0.624
C 5.159 -1.408 -1.468
C 5.700 -2.573 -0.946
C 5.703 -2.781 0.427
C 5.165 -1.820 1.273
C 4.631 -0.649 0.750
C 2.470 3.637 0.409
C 2.740 4.964 0.690
C 1.908 5.634 1.576
C 0.905 4.935 2.236
C 0.716 3.613 1.896
N 1.411 3.013 0.932
C -0.022 2.624 2.704
N 0.100 1.358 2.495
C -0.365 0.720 3.785
C -1.186 1.851 4.402
O -0.626 3.053 3.789
C -1.114 -0.586 3.783
C -2.455 -0.654 3.406
C -3.184 -1.816 3.603
C -2.585 -2.923 4.188
C -1.244 -2.875 4.543
C -0.514 -1.710 4.341
H 6.023 1.795 -0.665
H 5.525 2.158 -2.337
H 3.696 0.620 -2.214
H 5.145 -1.252 -2.543
H 6.119 -3.320 -1.610
H 6.126 -3.689 0.836
H 5.168 -1.979 2.345
H 4.209 0.098 1.413
H 3.607 5.440 0.250
H 2.089 6.675 1.809
H 0.309 5.387 3.017
H 0.547 0.586 4.370
H -1.077 1.928 5.478
H -2.238 1.815 4.135
H -2.947 0.204 2.965
H -4.228 -1.851 3.317
H -3.164 -3.820 4.368
H -0.771 -3.734 5.003
H 0.519 -1.659 4.672
C 0.184 3.445 -4.656
C 0.428 2.106 -4.958
C 0.652 1.189 -3.957
C 0.628 1.605 -2.593
C 0.374 2.973 -2.304
C 0.161 3.869 -3.322
N 0.828 0.716 -1.598
N 1.238 -0.560 -2.076
C 1.388 -1.396 -1.079
C 1.842 -2.732 -1.355
C 2.071 -3.585 -0.324
C 1.861 -3.172 1.020
C 1.391 -1.899 1.309
C 1.132 -0.995 0.297
H 0.014 4.159 -5.453
H 0.440 1.780 -5.991
H 0.837 0.152 -4.180
H 0.350 3.313 -1.280
H -0.025 4.909 -3.089
H 2.012 -3.018 -2.385
H 2.434 -4.585 -0.524
H 2.080 -3.859 1.829
H 1.242 -1.610 2.341
S -1.689 2.466 0.076
C -3.183 1.731 0.432
C -4.262 2.561 0.834
C -5.485 2.002 1.128
C -5.660 0.622 1.007
C -4.614 -0.205 0.591
C -3.378 0.332 0.294
As -1.856 -0.706 -0.343
C -2.018 -0.482 -2.267
C -2.628 0.631 -2.839
C -2.697 0.751 -4.221
C -2.156 -0.233 -5.035
C -1.534 -1.338 -4.468
C -1.462 -1.463 -3.088
C -2.446 -2.538 -0.160
C -1.841 -3.362 0.780
C -2.245 -4.686 0.902
C -3.259 -5.181 0.099
C -3.874 -4.356 -0.839
C -3.465 -3.039 -0.977
H -4.104 3.628 0.915
H -6.308 2.631 1.443
H -6.627 0.185 1.224
H -4.779 -1.272 0.507
H -3.063 1.408 -2.225
H -3.188 1.611 -4.659
H -2.222 -0.144 -6.112
H -1.110 -2.108 -5.101
H -0.978 -2.330 -2.654
H -1.052 -2.978 1.412
H -1.762 -5.330 1.627
H -3.573 -6.213 0.197
H -4.662 -4.744 -1.472
H -3.924 -2.414 -1.733

Results
**Gap between HOMO and LUMO (spin up / spin down)**: 0.2127 / 0.1905 Eh
**Net charge**: +2
**Lowest unoccupied orbital energy (spin up / spin down)**: -5.84 / -7.59 eV
**Energy above the lowest of the compared OMol25 structures with the same formula, charge and spin**: 79.06 kJ/mol
**Multiplicity**: 6
**HOMO (spin up / spin down)**: -0.427 / -0.469 Ha

Record 5
The following is a DFT calculation (ωB97M-V/def2-TZVPD) of C4H7Cl in the gas phase at a distorted geometry.

Element x y z (Å)
C -0.445 1.041 -0.266
C 0.351 -0.142 -0.717
C -1.520 0.434 0.643
C 1.413 -0.750 0.121
Cl -2.879 -0.333 -0.046
H 0.155 1.734 0.327
H -0.914 1.569 -1.096
H -0.078 -0.747 -1.505
H -1.182 -0.058 1.546
H 2.241 -1.066 -0.518
H 1.080 -1.647 0.654
H 1.778 -0.035 0.855

Results
**Gap between HOMO and LUMO (spin up / spin down)**: 0.2966 / 0.3153 Eh
**Lowest unoccupied orbital energy (spin up / spin down)**: 0.30 / 0.59 eV
**Energy above the lowest of the compared OMol25 structures with the same formula, charge and spin**: 245.45 kJ/mol
**Multiplicity**: 1
**HOMO (spin up / spin down)**: -0.286 / -0.294 Ha

Record 6
The following is a DFT calculation (ωB97M-V/def2-TZVPD) of a 2-piece molecular cluster, C6H6F2N2S overall at a distorted geometry.

Element x y z (Å)
C 1.196 1.758 1.598
C -0.003 1.914 0.912
C 1.882 0.707 1.074
C -0.044 0.965 -0.095
C -0.976 0.610 -1.012
C -0.922 -2.003 -0.582
N 1.136 0.206 0.117
N -0.226 -1.348 -1.483
F -0.747 -3.373 -0.707
F -2.360 -1.798 -0.621
S -2.341 1.015 -1.600
H 1.646 2.467 2.381
H -0.799 2.552 1.060
H 2.822 0.339 1.378
H -0.640 -1.752 0.480
H 1.105 -0.641 -0.501
H -0.726 -1.619 -2.400

Results
**Gap between HOMO and LUMO**: 0.2968 Eh
**Lowest unoccupied orbital energy**: -1.09 eV
**Multiplicity**: 1
**HOMO**: -0.337 Ha

Record 7
The following is a DFT calculation (ωB97M-V/def2-TZVPD) of C24H28N2O7 in the gas phase at a distorted geometry.

Element x y z (Å)
C -0.425 -4.784 -2.512
H -0.792 -3.903 -3.047
O -1.060 -4.930 -1.263
C -1.011 -3.884 -0.392
C -1.754 -4.016 0.777
C -1.788 -3.000 1.712
C -1.080 -1.822 1.504
C -0.305 -1.696 0.345
C -0.277 -2.720 -0.588
H 0.306 -2.575 -1.483
C 0.455 -0.421 0.067
N 1.207 0.066 1.198
C 0.865 1.317 1.534
O 1.337 2.038 2.401
C -0.231 1.728 0.615
C -0.484 0.723 -0.248
C -1.383 0.607 -1.397
O -1.141 -0.163 -2.318
C -2.579 1.436 -1.397
C -3.473 1.677 -2.418
C -4.458 2.526 -1.888
C -4.112 2.741 -0.576
O -2.987 2.084 -0.281
C -4.761 3.548 0.490
H -5.818 3.302 0.568
H -4.676 4.611 0.266
H -4.270 3.350 1.439
H -5.311 2.926 -2.397
H -3.404 1.290 -3.414
O -0.709 2.966 0.734
H -0.213 3.377 1.468
C 2.258 -0.684 1.823
H 1.860 -1.620 2.228
H 2.626 -0.072 2.649
C 3.383 -1.004 0.823
N 3.606 0.109 -0.076
C 4.384 -0.253 -1.247
C 4.410 0.939 -2.204
H 5.027 0.721 -3.078
O 4.973 2.074 -1.594
C 4.251 2.417 -0.434
C 4.214 1.263 0.567
H 3.616 1.564 1.427
H 5.241 1.037 0.905
H 4.753 3.285 -0.004
H 3.219 2.687 -0.704
H 3.381 1.160 -2.526
H 3.914 -1.106 -1.742
H 5.421 -0.527 -0.979
H 4.291 -1.288 1.384
H 3.082 -1.862 0.215
H 1.127 -0.583 -0.785
O -1.081 -0.756 2.360
C -1.867 -0.824 3.522
H -2.929 -0.942 3.285
H -1.714 0.127 4.031
H -1.548 -1.639 4.180
H -2.387 -3.133 2.599
H -2.314 -4.924 0.935
H 0.663 -4.719 -2.404
H -0.675 -5.681 -3.075

Results
**Gap between HOMO and LUMO**: 0.2939 Eh
**Lowest unoccupied orbital energy**: 0.02 eV
**Energy above the lowest of the compared OMol25 structures with the same formula, charge and spin**: 374.37 kJ/mol
**Multiplicity**: 1
**HOMO**: -0.293 Ha

Record 8
The following is a DFT calculation (ωB97M-V/def2-TZVPD) of C3H3N3O in the gas phase at a distorted geometry.

Element x y z (Å)
C 0.636 -0.555 0.076
C -1.191 1.004 -0.314
C -0.790 -0.190 0.605
H 0.814 -2.045 1.162
H 1.855 0.790 -1.075
H -2.060 1.758 -0.406
N 1.298 -1.549 0.455
N 0.796 0.315 -0.999
N -0.054 1.339 -0.956
O -1.303 -0.866 1.453

Results
**Gap between HOMO and LUMO**: 0.3170 Eh
**Lowest unoccupied orbital energy**: -1.07 eV
**Energy above the lowest of the compared OMol25 structures with the same formula, charge and spin**: 272.41 kJ/mol
**Multiplicity**: 1
**HOMO**: -0.356 Ha